Density functional theory data (ωB97M-V/def2-TZVPD) for a cluster of 14 separate species, C5H39N2O14 in total in a non-equilibrium geometry.

Properties
LUMO = 0.089 hartree
HOMO level = -6.61 eV
Energy relative to the best compared isomer or geometry (same formula, charge and spin) = 3.777 eV
Energy = -1376.7801 Eh
Gap between HOMO and LUMO = 0.332 Ha

```
! wB97M-V def2-TZVPD RIJCOSX def2/J DEFGRID3
* xyz -1 1
C -2.679 0.657 0.584
N -1.995 0.872 -0.674
C -1.667 2.331 -0.766
N -1.240 2.696 -2.115
C -3.063 -0.789 0.904
C -2.093 -2.024 0.818
C -0.852 -2.271 1.721
O 0.261 -1.471 1.355
H -3.668 1.166 0.516
H -2.171 1.059 1.465
H -1.237 0.247 -0.913
H -0.799 2.596 -0.174
H -2.486 2.961 -0.454
H -0.233 2.646 -2.169
H -1.560 2.082 -2.855
H -3.462 -0.745 1.919
H -3.696 -1.141 0.048
H -1.718 -2.079 -0.221
H -2.724 -2.892 0.997
H -1.044 -2.082 2.781
H -0.664 -3.350 1.581
H 2.621 -2.423 0.372
H 0.776 -1.848 0.573
O 2.020 -2.412 -0.376
H 0.266 0.177 2.265
H 0.866 0.086 3.621
O 0.206 0.614 3.146
H 2.032 0.265 -0.202
H 2.529 -0.320 0.984
O 2.701 0.525 0.542
H -1.440 4.300 2.135
H -0.627 4.465 0.910
O -1.554 4.373 1.180
H 2.839 -1.008 2.278
H 1.942 -2.120 2.722
O 2.689 -1.587 3.032
H -1.031 -0.659 -2.836
H -2.418 -0.451 -3.351
O -1.797 -1.170 -3.138
H 1.740 -1.471 -0.907
H 1.607 -0.539 -2.359
O 1.408 -0.306 -1.455
H -3.222 0.791 -2.059
H -4.135 1.659 -2.504
O -3.906 0.756 -2.797
H 3.055 1.518 -3.369
H 3.019 -0.047 -3.848
O 2.545 0.736 -3.568
H -1.242 0.959 3.774
H -2.302 2.052 3.728
O -2.190 1.140 4.019
H 1.742 -3.501 -1.704
H 1.018 -3.411 -3.069
O 1.124 -3.979 -2.301
H 4.085 1.770 1.643
H 2.786 1.779 2.591
O 3.596 2.220 2.330
H 3.964 -0.476 -1.448
H 3.238 -1.769 -1.669
O 4.095 -1.336 -1.869
*
```

Here are the Mulliken charges for atoms 1 to 4, given in e:
1 C -0.2990
2 N 0.7327
3 C -0.5747
4 N -0.6803